(1)
Molecular formula: C32H46HgN6O2Si4Te
Method: DFT, wB97M-V/def2-TZVPD

Structure (XYZ):
```
92
Properties=species:S:1:pos:R:3:lowdin_spin:R:1
Hg -0.017 -0.992 0.976 0.0150
O 4.308 -1.469 4.333 0.0035
C 4.932 -2.004 3.272 0.0062
C 6.147 -2.659 3.485 -0.0004
C 6.844 -3.212 2.427 0.0078
C 6.343 -3.122 1.132 -0.0006
C 5.130 -2.486 0.923 0.0067
C 4.402 -1.930 1.970 0.0003
C 3.081 -1.292 1.673 0.0392
O 2.548 -1.463 0.538 0.0247
N 2.561 -0.617 2.688 0.0075
N 1.334 -0.076 2.402 0.2507
C 0.919 0.956 3.122 0.1514
C -0.226 1.672 2.723 0.1106
C -0.716 2.801 3.433 0.0442
C -1.768 3.514 2.938 0.0505
C -2.364 3.118 1.717 0.1073
C -1.866 1.994 1.095 0.0111
N -0.852 1.267 1.569 0.1311
H 3.499 -1.003 3.962 0.0013
H 6.523 -2.714 4.499 -0.0002
H 7.787 -3.713 2.612 0.0006
H 6.888 -3.547 0.299 -0.0003
H 4.710 -2.411 -0.071 0.0005
H 1.515 1.291 3.965 0.0105
H -0.231 3.084 4.360 0.0002
H -2.139 4.379 3.474 0.0012
H -3.183 3.668 1.275 0.0079
H -2.276 1.642 0.155 -0.0019
N -2.319 0.071 -3.457 0.0000
C -0.959 0.060 -3.135 0.0000
C -0.083 -0.487 -4.081 0.0003
C 1.262 -0.525 -3.785 0.0000
C 1.704 -0.027 -2.568 0.0004
C 0.757 0.510 -1.716 0.0015
N -0.550 0.569 -1.985 0.0005
C -3.437 0.215 -2.649 0.0000
C -4.664 0.503 -3.271 0.0001
C -5.795 0.575 -2.489 0.0000
C -5.689 0.379 -1.115 0.0001
C -4.433 0.117 -0.603 -0.0001
N -3.330 0.027 -1.344 0.0001
H -2.520 -0.084 -4.429 0.0000
H -0.466 -0.909 -5.002 0.0000
H 1.958 -0.967 -4.488 0.0000
H 2.741 -0.070 -2.267 0.0001
H 1.060 0.913 -0.754 0.0014
H -4.709 0.669 -4.340 0.0000
H -6.754 0.792 -2.944 0.0000
H -6.550 0.432 -0.465 0.0000
H -4.288 -0.041 0.461 0.0000
C 0.868 -4.229 -2.958 0.0001
Si 1.244 -5.175 -1.381 0.0001
C 1.423 -7.006 -1.808 0.0000
C 2.846 -4.559 -0.643 0.0002
Si -0.501 -4.866 0.146 0.0003
Te -1.618 -2.651 -0.267 0.0058
Si 0.171 -5.226 2.353 0.0001
C -1.336 -5.205 3.476 0.0000
C 0.987 -6.925 2.438 0.0000
C 1.408 -3.955 2.933 0.0009
Si -2.249 -6.314 -0.427 0.0000
C -2.597 -6.150 -2.271 0.0002
C -3.833 -5.894 0.495 0.0000
C -1.836 -8.117 -0.057 0.0000
H 1.703 -4.313 -3.661 0.0000
H 0.710 -3.173 -2.733 0.0000
H -0.035 -4.603 -3.447 0.0000
H 2.281 -7.153 -2.470 0.0000
H 0.536 -7.393 -2.315 0.0000
H 1.588 -7.609 -0.911 0.0000
H 3.663 -4.610 -1.370 0.0000
H 3.142 -5.149 0.229 0.0000
H 2.735 -3.521 -0.316 0.0001
H -2.015 -6.030 3.250 0.0000
H -1.888 -4.271 3.353 0.0000
H -1.035 -5.289 4.524 0.0000
H 0.331 -7.714 2.063 0.0000
H 1.259 -7.168 3.469 0.0000
H 1.902 -6.937 1.841 0.0000
H 1.016 -2.937 2.879 0.0008
H 2.320 -3.984 2.332 0.0001
H 1.686 -4.138 3.975 0.0001
H -2.737 -5.101 -2.543 0.0002
H -3.503 -6.699 -2.545 0.0000
H -1.769 -6.541 -2.868 0.0000
H -4.066 -4.832 0.406 0.0000
H -3.745 -6.125 1.559 0.0000
H -4.671 -6.469 0.090 0.0000
H -0.901 -8.423 -0.530 0.0000
H -2.631 -8.774 -0.419 0.0000
H -1.735 -8.276 1.019 0.0000
```

As for the HOMO energy (spin up / spin down): -2.5 / -4.7 eV. The HOMO-LUMO gap (spin up / spin down) comes out at 4.74 / 6.88 eV. Its total charge is -1. Its multiplicity is 2. The expectation value of S² is 0.7698. As for the energy above the lowest of the compared OMol25 structures with the same formula, charge and spin: 0.0000 eV.



(2)
Molecular formula: C32H47AgNO5
Method: DFT, wB97M-V/def2-TZVPD

Structure (XYZ):
```
86
Properties=species:S:1:pos:R:3:mulliken_charge:R:1
Ag 0.227 -0.682 -0.800 0.2897
C -3.896 5.621 0.287 -1.5587
C -2.826 5.729 -0.807 2.1402
C -3.493 5.579 -2.181 -1.7085
C -2.212 7.128 -0.728 -2.4006
C -1.793 4.618 -0.619 -1.3702
C -2.162 3.308 -0.681 0.3184
C -1.226 2.245 -0.555 -1.4284
N -1.548 0.940 -0.579 -0.6796
C -2.720 0.382 -0.326 -0.6310
C -3.799 0.982 0.408 -0.1690
C -4.925 0.289 0.705 -0.5017
C -5.010 -1.092 0.300 -0.2344
C -4.028 -1.772 -0.332 -0.0055
C -2.851 -1.015 -0.791 1.2661
O -2.037 -1.490 -1.593 -0.8053
C -4.131 -3.257 -0.668 2.2447
C -5.187 -3.955 0.199 -2.0552
C -4.529 -3.395 -2.143 -1.6988
C -2.805 -3.990 -0.431 -1.9624
C -6.075 0.847 1.531 2.2185
C -6.205 0.050 2.839 -1.7379
C -5.863 2.316 1.887 -2.2430
C -7.382 0.736 0.732 -1.7284
C 0.200 2.550 -0.534 0.9525
O 1.073 1.659 -0.660 -0.6417
C 0.564 3.957 -0.352 -0.6795
C -0.414 4.900 -0.395 0.8942
C 2.035 4.319 -0.155 2.2843
C 2.584 3.616 1.095 -1.4267
C 2.223 5.825 0.051 -2.3999
C 2.856 3.921 -1.392 -1.6246
H -4.649 6.404 0.171 0.5027
H -3.447 5.717 1.277 0.3409
H -4.403 4.658 0.247 0.1617
H -4.243 6.360 -2.328 0.4550
H -3.989 4.614 -2.279 0.3019
H -2.754 5.657 -2.980 0.3770
H -2.992 7.876 -0.879 0.4427
H -1.452 7.280 -1.495 0.4511
H -1.756 7.318 0.245 0.3865
H -3.186 3.049 -0.918 1.0980
H -3.648 1.973 0.809 1.0354
H -5.906 -1.621 0.590 0.2058
H -6.199 -3.591 0.018 0.3600
H -4.963 -3.843 1.261 0.4148
H -5.190 -5.021 -0.035 0.4484
H -5.504 -2.939 -2.324 0.3138
H -4.582 -4.450 -2.422 0.4316
H -3.796 -2.910 -2.787 0.4004
H -2.415 -3.793 0.569 0.3709
H -2.035 -3.701 -1.138 0.4167
H -2.982 -5.064 -0.515 0.4771
H -5.287 0.116 3.424 0.3755
H -6.404 -1.004 2.652 0.3586
H -7.026 0.445 3.442 0.4407
H -4.966 2.463 2.489 0.3882
H -6.715 2.680 2.463 0.5032
H -5.778 2.934 0.992 0.3529
H -7.609 -0.296 0.470 0.3001
H -7.321 1.311 -0.193 0.3610
H -8.216 1.121 1.321 0.4768
H -0.131 5.937 -0.289 0.6238
H 2.053 3.956 1.987 0.3217
H 3.642 3.863 1.220 0.4615
H 2.494 2.538 1.033 0.1668
H 1.675 6.185 0.924 0.4115
H 1.906 6.402 -0.819 0.3919
H 3.283 6.032 0.215 0.4457
H 2.793 2.855 -1.582 0.2337
H 3.904 4.191 -1.240 0.4631
H 2.495 4.456 -2.274 0.3300
C 4.597 -1.602 0.708 -1.8077
C 3.341 -1.271 -0.091 1.7719
C 3.701 -0.552 -1.390 -1.6709
O 2.545 -0.415 0.734 -0.5609
C 2.588 -2.592 -0.475 0.3424
O 3.310 -3.550 -0.764 -0.7349
O 1.319 -2.583 -0.511 -0.6669
H 5.150 -0.679 0.897 0.4075
H 5.227 -2.314 0.183 0.3483
H 4.313 -2.034 1.667 0.3843
H 4.276 0.354 -1.179 0.3677
H 2.800 -0.264 -1.942 0.3504
H 4.296 -1.213 -2.019 0.4663
H 2.272 0.365 0.233 0.2858
```

As for the HOMO energy (spin up / spin down): -4.6 / -4.7 eV. The HOMO-LUMO gap (spin up / spin down) comes out at 5.72 / 5.85 eV. Its total charge is -1. Its multiplicity is 1.



(3)
Molecular formula: C32H47BrN2O2ReSi3Te
Method: DFT, wB97M-V/def2-TZVPD

Structure (XYZ):
```
89
Properties=species:S:1:pos:R:3:lowdin_spin:R:1
Re -0.136 0.326 -0.038 2.4568
O 2.990 -0.539 -1.322 0.0006
C 3.348 -1.490 -0.387 -0.0001
C 4.041 -2.599 -0.855 0.0001
C 4.498 -3.556 0.032 0.0000
C 4.284 -3.399 1.397 0.0004
C 3.576 -2.303 1.850 0.0004
C 3.061 -1.348 0.969 0.0036
C 2.215 -0.233 1.598 0.0092
O 1.672 0.727 0.711 0.1722
N 1.079 -0.810 2.339 -0.0208
N -0.037 -0.980 1.597 -0.0090
C -0.975 -1.802 1.933 0.0651
C -2.213 -1.915 1.214 0.0137
Br -2.249 -0.925 -0.451 0.0826
C -3.242 -2.694 1.569 0.0378
C -4.547 -2.870 0.949 0.0046
C -5.124 -4.144 0.984 0.0068
C -6.357 -4.368 0.402 -0.0005
C -7.051 -3.314 -0.179 0.0083
C -6.509 -2.034 -0.179 -0.0005
C -5.261 -1.811 0.375 0.0082
H 2.901 0.293 -0.849 -0.0007
H 4.236 -2.678 -1.918 0.0000
H 5.052 -4.410 -0.338 0.0000
H 4.674 -4.123 2.101 0.0001
H 3.431 -2.178 2.921 0.0000
H 2.822 0.273 2.348 0.0004
H 1.278 -1.510 3.039 -0.0015
H -0.854 -2.433 2.810 0.0014
H -3.050 -3.307 2.450 0.0019
H -4.589 -4.962 1.455 0.0002
H -6.786 -5.361 0.416 -0.0002
H -8.029 -3.486 -0.612 0.0004
H -7.068 -1.207 -0.596 -0.0002
H -4.874 -0.800 0.417 0.0009
C -1.170 1.612 3.027 0.0068
Si -1.332 2.123 1.237 0.0202
C -3.145 2.133 0.760 0.0048
C -0.582 3.809 1.002 0.0023
C -1.181 4.841 1.735 -0.0009
C -0.629 6.113 1.749 0.0001
C 0.539 6.370 1.043 -0.0003
C 1.142 5.359 0.308 0.0003
C 0.581 4.089 0.283 0.0017
H -1.597 2.417 3.637 0.0004
H -0.126 1.490 3.323 -0.0003
H -1.718 0.693 3.256 0.0000
H -3.572 3.082 1.099 -0.0004
H -3.694 1.325 1.255 0.0004
H -3.318 2.065 -0.319 0.0000
H -2.092 4.655 2.301 0.0000
H -1.105 6.901 2.320 0.0000
H 0.980 7.359 1.068 0.0000
H 2.057 5.560 -0.238 0.0001
H 1.051 3.304 -0.296 0.0014
C 4.750 2.843 -4.043 0.0040
Si 3.354 2.978 -2.821 0.0052
C 2.562 4.663 -2.906 0.0001
C 3.949 2.514 -1.116 0.0001
C 2.077 1.730 -3.519 0.0303
Te 0.299 1.079 -2.553 0.0416
C -0.906 2.764 -3.035 0.0340
Si -1.996 2.429 -4.586 0.0029
C -3.344 1.289 -3.972 -0.0005
C -2.613 4.098 -5.123 0.0023
C -0.996 1.616 -5.937 0.0002
H 5.550 3.538 -3.764 0.0009
H 4.431 3.100 -5.057 0.0000
H 5.177 1.836 -4.063 0.0000
H 3.276 5.425 -2.575 0.0001
H 1.666 4.754 -2.284 0.0000
H 2.291 4.904 -3.939 0.0000
H 4.499 3.363 -0.695 0.0000
H 4.651 1.674 -1.170 0.0000
H 3.157 2.263 -0.409 -0.0003
H 2.589 0.805 -3.788 -0.0004
H 1.651 2.160 -4.432 -0.0014
H -0.234 3.614 -3.178 0.0015
H -1.544 2.975 -2.174 0.0007
H -4.017 1.815 -3.288 0.0000
H -2.928 0.419 -3.449 -0.0005
H -3.947 0.908 -4.802 0.0001
H -3.135 4.612 -4.310 0.0000
H -3.311 4.006 -5.962 0.0004
H -1.783 4.730 -5.450 0.0000
H -0.505 0.695 -5.616 0.0004
H -0.236 2.294 -6.338 0.0000
H -1.659 1.353 -6.767 0.0000
```

As for the HOMO energy (spin up / spin down): -13.5 / -13.5 eV. The HOMO-LUMO gap (spin up / spin down) comes out at 6.76 / 5.95 eV. Its total charge is +2. Its multiplicity is 4. The expectation value of S² is 3.7957. As for the energy above the lowest of the compared OMol25 structures with the same formula, charge and spin: 0.7035 eV.



no.,DFT total energy (hartree)
1,-3305.6286
2,-1825.5844
3,-5295.8134